Entry P
{"formula": "C25H29N3O4", "method": "ωB97M-V with the def2-TZVPD basis set", "e_lumo_ha": 0.02201, "smiles": "CCO[C@H]1OC(C(=O)NCc2nc3ccccc3[nH]2)=C[C@@H](c2ccccc2)[C@@H]1CCCO", "gap_ev": 9.190, "symbols": ["C", "C", "O", "C", "O", "C", "C", "O", "N", "C", "C", "N", "C", "C", "C", "C", "C", "C", "N", "C", "C", "C", "C", "C", "C", "C", "C", "C", "C", "C", "C", "O", "H", "H", "H", "H", "H", "H", "H", "H", "H", "H", "H", "H", "H", "H", "H", "H", "H", "H", "H", "H", "H", "H", "H", "H", "H", "H", "H", "H", "H"], "xyz": [[0.65370, -2.45932, 0.94180], [-0.02211, -1.09476, 0.98975], [0.85289, 0.01332, 0.83946], [1.59842, 0.08828, -0.34203], [0.84186, -0.23975, -1.48284], [-0.15459, 0.67459, -1.76089], [-1.33604, 0.08465, -2.44370], [-2.40228, 0.67149, -2.53559], [-1.13363, -1.17216, -2.90248], [-2.26093, -2.04363, -3.18692], [-2.84368, -2.47827, -1.88233], [-2.60355, -3.60544, -1.27930], [-3.21558, -3.50560, -0.05414], [-3.27762, -4.41126, 0.99875], [-3.95286, -4.02306, 2.13643], [-4.55891, -2.76887, 2.23991], [-4.51318, -1.85498, 1.20664], [-3.83549, -2.23680, 0.06041], [-3.58451, -1.60864, -1.13087], [-0.12551, 1.93941, -1.34230], [0.99181, 2.51226, -0.53413], [0.52554, 2.95382, 0.83995], [1.33557, 3.80723, 1.57976], [0.95749, 4.22072, 2.84369], [-0.24094, 3.78745, 3.38488], [-1.05443, 2.94076, 2.65319], [-0.67475, 2.52664, 1.38831], [2.16843, 1.51162, -0.43376], [3.10616, 1.66248, -1.63825], [4.37832, 0.81530, -1.59543], [5.28121, 1.13088, -0.39999], [6.55248, 0.53793, -0.52154], [1.05850, -2.65881, -0.04769], [1.45771, -2.50900, 1.67219], [-0.08455, -3.22342, 1.16950], [-0.47379, -0.92843, 1.97011], [-0.81897, -1.05280, 0.23392], [2.40580, -0.66174, -0.33608], [-0.26396, -1.61365, -2.64028], [-1.91824, -2.90565, -3.75665], [-2.99289, -1.47015, -3.76167], [-2.80996, -5.37928, 0.91634], [-4.01894, -4.70307, 2.97291], [-5.07610, -2.51052, 3.15200], [-4.98133, -0.88547, 1.28618], [-3.81428, -0.66343, -1.40100], [-0.96086, 2.57791, -1.58253], [1.35691, 3.40979, -1.05005], [2.27085, 4.15256, 1.16069], [1.59778, 4.88471, 3.40604], [-0.53867, 4.10989, 4.37172], [-1.99124, 2.59923, 3.06898], [-1.31482, 1.86281, 0.82758], [2.71203, 1.70160, 0.49352], [3.40008, 2.71234, -1.70881], [2.55107, 1.41149, -2.54549], [4.94975, 1.01383, -2.50562], [4.12841, -0.24852, -1.59273], [5.46930, 2.20585, -0.34584], [4.80209, 0.81221, 0.53657], [6.44506, -0.41649, -0.60022]]}


Entry Q
{"formula": "C25H29N3O4", "method": "ωB97M-V with the def2-TZVPD basis set", "e_lumo_ha": 0.02571, "smiles": "COCc1ccc(CN2CCC(Oc3ccc(C(=O)NCc4ccccn4)cc3)CC2)o1", "gap_ev": 9.083, "symbols": ["C", "O", "C", "C", "C", "C", "C", "C", "N", "C", "C", "C", "O", "C", "C", "C", "C", "C", "O", "N", "C", "C", "C", "C", "C", "C", "N", "C", "C", "C", "C", "O", "H", "H", "H", "H", "H", "H", "H", "H", "H", "H", "H", "H", "H", "H", "H", "H", "H", "H", "H", "H", "H", "H", "H", "H", "H", "H", "H", "H", "H"], "xyz": [[-1.57159, -2.42355, -1.18212], [-2.39165, -3.56063, -1.05231], [-3.26505, -3.50962, 0.05354], [-4.29486, -2.42824, -0.05327], [-5.21919, -2.14621, -1.01513], [-5.88535, -0.97093, -0.59119], [-5.32178, -0.61323, 0.59963], [-5.59322, 0.54632, 1.51041], [-4.72843, 1.70759, 1.39953], [-3.42356, 1.62667, 2.01521], [-2.33995, 0.98715, 1.13653], [-2.25990, 1.72320, -0.20240], [-1.38469, 1.06279, -1.10882], [-0.04136, 1.18300, -0.98425], [0.71012, 0.44329, -1.90354], [2.08603, 0.47977, -1.88569], [2.75825, 1.26562, -0.95062], [4.24045, 1.37731, -0.88441], [4.80206, 2.36760, -0.45147], [4.92344, 0.30321, -1.35456], [6.36989, 0.24043, -1.31520], [6.85813, -0.47099, -0.07779], [6.75151, 0.13138, 1.17284], [7.19014, -0.56946, 2.28239], [7.71780, -1.84014, 2.10525], [7.77468, -2.35068, 0.81831], [7.35371, -1.68889, -0.24598], [2.00808, 2.02074, -0.05648], [0.62739, 1.97892, -0.05744], [-3.63958, 1.74247, -0.85850], [-4.67315, 2.34593, 0.10359], [-4.35545, -1.50121, 0.93010], [-2.15501, -1.51648, -1.37282], [-0.91910, -2.61559, -2.03083], [-0.96101, -2.26886, -0.28347], [-3.74505, -4.49260, 0.07888], [-2.70113, -3.35901, 0.98728], [-5.39487, -2.70479, -1.91109], [-6.67542, -0.46086, -1.10374], [-6.61434, 0.88943, 1.31497], [-5.53754, 0.20220, 2.54681], [-3.51160, 1.07559, 2.95325], [-3.12020, 2.65417, 2.25272], [-2.57786, -0.05870, 0.94640], [-1.37954, 1.02282, 1.65353], [-1.92681, 2.75945, -0.04389], [0.17873, -0.14968, -2.63096], [2.63321, -0.08253, -2.62820], [4.43389, -0.55743, -1.53655], [6.72718, 1.27376, -1.31495], [6.73180, -0.28578, -2.20092], [6.33633, 1.12373, 1.25602], [7.12649, -0.13244, 3.26869], [8.07539, -2.41842, 2.94304], [8.17458, -3.33745, 0.62292], [2.53116, 2.64786, 0.64978], [0.08821, 2.57726, 0.65975], [-3.91481, 0.72160, -1.12316], [-3.60078, 2.32965, -1.77672], [-5.66602, 2.30440, -0.34699], [-4.41878, 3.39913, 0.27409]]}


So which one is most stable? That would be entry P, about 33.3 kcal/mol below the next structure.


Entry P
{"formula": "C30H60O30", "method": "ωB97M-V with the def2-TZVPD basis set", "e_lumo_ha": 0.00520, "smiles": "COC(=O)OC.COC(=O)OC.COC(=O)OC.COC(=O)OC.COC(=O)OC.COC(=O)OC.COC(=O)OC.COC(=O)OC.COC(=O)OC.COC(=O)OC", "gap_ev": 10.651, "symbols": ["C", "O", "C", "O", "O", "C", "H", "H", "H", "H", "H", "H", "C", "O", "C", "O", "O", "C", "H", "H", "H", "H", "H", "H", "C", "O", "C", "O", "O", "C", "H", "H", "H", "H", "H", "H", "C", "O", "C", "O", "O", "C", "H", "H", "H", "H", "H", "H", "C", "O", "C", "O", "O", "C", "H", "H", "H", "H", "H", "H", "C", "O", "C", "O", "O", "C", "H", "H", "H", "H", "H", "H", "C", "O", "C", "O", "O", "C", "H", "H", "H", "H", "H", "H", "C", "O", "C", "O", "O", "C", "H", "H", "H", "H", "H", "H", "C", "O", "C", "O", "O", "C", "H", "H", "H", "H", "H", "H", "C", "O", "C", "O", "O", "C", "H", "H", "H", "H", "H", "H"], "xyz": [[-4.07311, 4.40413, -4.10388], [-3.24537, 5.28679, -4.87653], [-2.82102, 6.39436, -4.27242], [-3.15596, 6.73746, -3.11460], [-1.99998, 7.04361, -5.08304], [-1.63043, 8.39079, -4.89009], [-4.82188, 4.90127, -3.48720], [-3.40661, 3.87449, -3.42318], [-4.68025, 3.71082, -4.68595], [-1.71419, 8.66047, -3.83731], [-2.18890, 9.05438, -5.55030], [-0.57613, 8.59527, -5.07648], [2.63289, 5.65423, -8.83689], [2.84467, 5.79587, -10.27053], [3.01817, 7.02106, -10.77641], [3.09801, 8.10786, -10.18361], [3.15200, 6.86800, -12.14214], [3.23522, 8.02674, -12.88059], [2.43974, 4.59787, -8.65012], [1.76032, 6.24713, -8.56268], [3.50764, 5.90407, -8.23648], [4.18837, 8.54897, -12.79762], [2.43070, 8.74312, -12.71432], [3.18587, 7.83773, -13.95294], [-0.50983, -1.78133, 0.11773], [0.49334, -1.02740, -0.51071], [0.27564, -0.51874, -1.73531], [-0.71186, -0.64256, -2.41476], [1.49505, 0.08491, -2.06656], [1.58188, 0.74150, -3.28951], [-1.10461, -1.33648, 0.91551], [-0.04122, -2.73766, 0.34999], [-1.29116, -2.02731, -0.60138], [1.22264, 0.11845, -4.10857], [2.57553, 1.06287, -3.60173], [0.88422, 1.57802, -3.24950], [3.84635, 1.96876, 1.93546], [3.01453, 3.06061, 1.89561], [3.23398, 4.08654, 1.03901], [4.25211, 4.19160, 0.34294], [2.18635, 4.93786, 0.96179], [2.02314, 5.76353, -0.15637], [4.61667, 2.38896, 2.58209], [4.22241, 1.61351, 0.97605], [3.28372, 1.19581, 2.45900], [2.31493, 6.81329, -0.12522], [0.94857, 5.61457, -0.26224], [2.47070, 5.41462, -1.08698], [2.51662, -4.07596, -4.76772], [2.42060, -3.42340, -6.05086], [3.50940, -2.88954, -6.63953], [4.62062, -2.81582, -6.09245], [3.15975, -2.50180, -7.86593], [4.13858, -2.17665, -8.88066], [1.59646, -4.47339, -4.33939], [2.98251, -3.37561, -4.07451], [3.26377, -4.86869, -4.72981], [4.70455, -3.06213, -9.16999], [4.81948, -1.36662, -8.61928], [3.50726, -1.70906, -9.63624], [-3.25853, -4.18087, 10.85814], [-3.16093, -4.08358, 9.43885], [-3.79631, -3.11305, 8.86502], [-4.10737, -2.01959, 9.33438], [-3.87979, -3.41211, 7.49846], [-4.14976, -2.35945, 6.56421], [-3.13009, -5.24161, 11.07363], [-4.22558, -3.85571, 11.24179], [-2.47974, -3.58657, 11.33605], [-3.22749, -1.81831, 6.35283], [-4.83427, -1.54973, 6.81698], [-4.36545, -2.72278, 5.55944], [4.97384, -5.10690, 2.96500], [4.93784, -4.70086, 1.57849], [5.95273, -4.07942, 1.11433], [7.00778, -3.74484, 1.72584], [5.54395, -3.61213, -0.05408], [6.36835, -2.58071, -0.68059], [4.26283, -5.92795, 3.05684], [4.78773, -4.32205, 3.69813], [5.92988, -5.59815, 3.14604], [6.85530, -3.13765, -1.48108], [7.05736, -1.95804, -0.10994], [5.69943, -1.83115, -1.10346], [1.64896, -3.20355, 8.57089], [1.36411, -1.80374, 8.26360], [1.02491, -1.47540, 7.01531], [0.99325, -2.27297, 6.13716], [0.76817, -0.13750, 6.78590], [0.91214, 0.83353, 7.78855], [2.13927, -3.27885, 9.54147], [2.25930, -3.51498, 7.72319], [0.73587, -3.79037, 8.67097], [1.72933, 0.69425, 8.49630], [0.00467, 0.85270, 8.39206], [0.92341, 1.82238, 7.33011], [-6.73747, -6.58424, 3.11523], [-5.33167, -6.35201, 2.94719], [-4.41988, -6.83568, 3.81576], [-4.61618, -7.54056, 4.80032], [-3.22436, -6.43481, 3.29851], [-2.04885, -6.70087, 4.07577], [-7.13629, -7.05404, 2.21616], [-7.36342, -5.69365, 3.05922], [-7.08056, -7.10122, 4.01140], [-1.12314, -6.20474, 3.78417], [-1.99121, -7.78569, 4.16486], [-2.18930, -6.36025, 5.10161], [-7.77212, 0.11748, 0.65100], [-6.36756, 0.21745, 0.68852], [-5.86989, 1.32984, 1.25873], [-6.50083, 2.25622, 1.82030], [-4.50458, 1.31170, 1.19971], [-3.81293, 2.45892, 1.75082], [-7.81816, -0.89466, 0.24908], [-8.11867, 0.86995, -0.05738], [-8.26939, 0.11159, 1.62094], [-2.81460, 2.66967, 1.36740], [-3.68597, 2.30330, 2.82216], [-4.17030, 3.48190, 1.63292]]}


Entry Q
{"formula": "C30H60O30", "method": "ωB97M-V with the def2-TZVPD basis set", "e_lumo_ha": 0.00230, "smiles": "COC(=O)OC.COC(=O)OC.COC(=O)OC.COC(=O)OC.COC(=O)OC.COC(=O)OC.COC(=O)OC.COC(=O)OC.COC(=O)OC.COC(=O)OC", "gap_ev": 10.672, "symbols": ["C", "O", "C", "O", "O", "C", "H", "H", "H", "H", "H", "H", "C", "O", "C", "O", "O", "C", "H", "H", "H", "H", "H", "H", "C", "O", "C", "O", "O", "C", "H", "H", "H", "H", "H", "H", "C", "O", "C", "O", "O", "C", "H", "H", "H", "H", "H", "H", "C", "O", "C", "O", "O", "C", "H", "H", "H", "H", "H", "H", "C", "O", "C", "O", "O", "C", "H", "H", "H", "H", "H", "H", "C", "O", "C", "O", "O", "C", "H", "H", "H", "H", "H", "H", "C", "O", "C", "O", "O", "C", "H", "H", "H", "H", "H", "H", "C", "O", "C", "O", "O", "C", "H", "H", "H", "H", "H", "H", "C", "O", "C", "O", "O", "C", "H", "H", "H", "H", "H", "H"], "xyz": [[-6.16756, 25.70426, 13.89057], [-6.18043, 26.04826, 12.54309], [-7.06642, 27.15728, 12.16908], [-7.87125, 27.85047, 12.90052], [-6.72371, 27.59731, 10.86158], [-7.46394, 28.58531, 10.21060], [-5.86561, 26.59796, 14.43665], [-5.36860, 24.99564, 14.10883], [-7.17515, 25.54217, 14.27344], [-7.68290, 28.33243, 9.17320], [-6.85213, 29.48689, 10.24144], [-8.38567, 28.72199, 10.77613], [0.78308, 18.77712, 15.05096], [0.11790, 19.77202, 14.22906], [-1.11116, 19.53435, 13.76709], [-1.92321, 18.69816, 14.26367], [-1.33946, 20.40712, 12.76175], [-2.47518, 20.27664, 11.92417], [0.71645, 17.77278, 14.63266], [0.23247, 18.71831, 15.98983], [1.79739, 19.07424, 15.31740], [-2.39437, 20.94352, 11.06579], [-3.41946, 20.54684, 12.39684], [-2.53677, 19.22599, 11.64059], [-13.62341, 32.40398, 10.30259], [-14.24327, 33.40717, 11.10854], [-15.46427, 33.78145, 10.74768], [-16.21858, 33.32405, 9.90390], [-15.64106, 34.96592, 11.45036], [-16.72457, 35.79081, 11.01399], [-14.18402, 31.50982, 10.03005], [-12.72847, 32.28583, 10.91352], [-13.12663, 32.84618, 9.43901], [-16.85172, 36.48544, 11.84429], [-17.60227, 35.14679, 10.95941], [-16.55081, 36.31011, 10.07152], [-8.62385, 35.55983, 3.12313], [-8.07624, 35.88448, 4.38605], [-8.41191, 35.26524, 5.53871], [-9.09981, 34.23068, 5.69538], [-7.77374, 35.89265, 6.49672], [-7.90728, 35.39783, 7.87697], [-8.57816, 34.47313, 3.05162], [-8.29417, 36.01735, 2.19035], [-9.67778, 35.82664, 3.04471], [-7.55458, 36.33131, 8.31552], [-7.09245, 34.69903, 8.06625], [-8.92818, 35.10372, 8.12057], [-9.09580, 22.13612, 10.12897], [-8.03623, 22.54079, 9.34734], [-8.07395, 23.56652, 8.52754], [-9.02418, 24.27067, 8.35777], [-6.87740, 23.70534, 7.97353], [-6.65768, 24.49383, 6.78005], [-10.01673, 21.78211, 9.66565], [-9.28549, 22.93839, 10.84206], [-8.94806, 21.33126, 10.84902], [-7.37340, 24.25577, 5.99317], [-5.68916, 24.33986, 6.30427], [-6.92202, 25.48675, 7.14382], [-1.21915, 26.32270, 9.18558], [-0.19871, 27.30319, 9.00273], [-0.08440, 27.93604, 7.86189], [-0.80924, 27.72248, 6.80482], [0.96114, 28.78604, 7.94627], [1.31253, 29.61288, 6.84261], [-1.23623, 26.12569, 10.25749], [-0.86982, 25.40508, 8.71224], [-2.24658, 26.59160, 8.94030], [0.58359, 30.24928, 6.34085], [1.78983, 29.07546, 6.02317], [1.96945, 30.38747, 7.23831], [0.05670, 22.08354, 19.06938], [-0.41379, 20.89533, 19.68150], [0.49234, 20.28711, 20.44005], [1.69032, 20.58909, 20.72022], [-0.14597, 19.22653, 20.83096], [0.58288, 18.19860, 21.45972], [-0.52026, 22.32336, 18.17624], [1.12317, 22.03947, 18.84844], [-0.01465, 22.93636, 19.74444], [-0.13003, 17.44825, 21.80151], [1.08511, 18.53983, 22.36495], [1.32778, 17.86428, 20.73761], [-12.93419, 30.63641, 22.32557], [-12.52252, 29.41647, 21.81894], [-12.00094, 29.31255, 20.65062], [-11.74321, 30.19057, 19.88503], [-11.77042, 27.95669, 20.46575], [-10.98137, 27.47905, 19.37851], [-13.99344, 30.80218, 22.12907], [-12.32537, 31.37382, 21.80242], [-12.70424, 30.64775, 23.39097], [-11.35202, 27.61058, 18.36193], [-10.58100, 26.46846, 19.45926], [-10.03261, 28.01048, 19.30422], [0.69828, 28.75270, 18.17753], [-0.25754, 29.67213, 17.57315], [-1.03525, 29.11115, 16.60384], [-1.13475, 27.89797, 16.34050], [-1.61005, 30.12768, 15.99084], [-2.34792, 29.99483, 14.81397], [1.09962, 29.31077, 19.02345], [1.50124, 28.73373, 17.44063], [0.41163, 27.70803, 18.29837], [-3.30288, 29.50960, 15.01572], [-1.70239, 29.32831, 14.24201], [-2.60981, 30.94364, 14.34569], [-1.19941, 33.25339, 9.42187], [-2.39851, 32.99743, 8.64186], [-2.39718, 33.24409, 7.30848], [-1.47284, 33.76161, 6.67410], [-3.53942, 32.75070, 6.83606], [-3.65641, 32.46619, 5.44395], [-1.46190, 34.08149, 10.08023], [-0.31220, 33.57217, 8.87473], [-0.98356, 32.40062, 10.06550], [-3.44823, 33.36192, 4.85878], [-4.71481, 32.30087, 5.24252], [-3.03078, 31.60830, 5.19757]]}


So which one is most stable? That would be entry P, about 25.0 kcal/mol below the next structure.